{
  "formula": "C65H144F3O3P4S",
  "method": "wB97M-V/def2-TZVPD",
  "species": ["C", "F", "F", "F", "S", "O", "O", "O", "C", "C", "C", "C", "P", "C", "C", "C", "C", "C", "C", "C", "C", "C", "C", "C", "C", "H", "H", "H", "H", "H", "H", "H", "H", "H", "H", "H", "H", "H", "H", "H", "H", "H", "H", "H", "H", "H", "H", "H", "H", "H", "H", "H", "H", "H", "H", "H", "H", "H", "H", "H", "H", "C", "C", "C", "C", "P", "C", "C", "C", "C", "C", "C", "C", "C", "C", "C", "C", "C", "H", "H", "H", "H", "H", "H", "H", "H", "H", "H", "H", "H", "H", "H", "H", "H", "H", "H", "H", "H", "H", "H", "H", "H", "H", "H", "H", "H", "H", "H", "H", "H", "H", "H", "H", "H", "C", "C", "C", "C", "P", "C", "C", "C", "C", "C", "C", "C", "C", "C", "C", "C", "C", "H", "H", "H", "H", "H", "H", "H", "H", "H", "H", "H", "H", "H", "H", "H", "H", "H", "H", "H", "H", "H", "H", "H", "H", "H", "H", "H", "H", "H", "H", "H", "H", "H", "H", "H", "H", "C", "C", "C", "C", "P", "C", "C", "C", "C", "C", "C", "C", "C", "C", "C", "C", "C", "H", "H", "H", "H", "H", "H", "H", "H", "H", "H", "H", "H", "H", "H", "H", "H", "H", "H", "H", "H", "H", "H", "H", "H", "H", "H", "H", "H", "H", "H", "H", "H", "H", "H", "H", "H"],
  "xyz": [[-0.595017, 1.773459, -1.531193], [-1.345801, 2.523217, -0.654283], [-1.325755, 1.380707, -2.557923], [0.377511, 2.510993, -2.121293], [0.258394, 0.246627, -0.717738], [1.109425, 0.707392, 0.410141], [-0.819783, -0.722696, -0.366236], [1.063856, -0.367290, -1.774724], [-7.357249, 3.804007, 4.078690], [-6.616132, 5.065667, 4.496633], [-5.098928, 5.236305, 4.037920], [-4.124537, 4.098222, 4.598604], [-2.603783, 4.005604, 3.641349], [-2.133589, 5.684374, 2.881607], [-0.671269, 5.830400, 2.387988], [-0.264593, 4.920569, 1.222747], [1.236169, 5.192771, 0.923237], [-3.030955, 2.897805, 2.207302], [-3.378487, 1.409644, 2.555534], [-3.756165, 0.425534, 1.443211], [-5.222547, 0.588214, 0.871334], [-1.257364, 3.318402, 4.634482], [-0.097497, 2.603996, 3.970239], [0.791864, 1.784121, 4.856213], [1.944411, 1.098760, 4.175150], [-7.855682, 3.854827, 3.110667], [-8.164368, 3.679339, 4.800582], [-6.792334, 2.874206, 4.145445], [-6.544405, 5.092365, 5.583944], [-7.210370, 5.933398, 4.210223], [-4.898646, 6.276105, 4.296374], [-5.277193, 5.282019, 2.963558], [-4.577762, 3.107390, 4.568104], [-3.783604, 4.201563, 5.628736], [-2.302541, 6.270971, 3.784633], [-2.835655, 5.924553, 2.083151], [-0.165192, 5.653129, 3.336971], [-0.429026, 6.875603, 2.195710], [-0.793107, 5.223034, 0.318708], [-0.386946, 3.856433, 1.424629], [1.579156, 4.388897, 0.271897], [1.922510, 5.164699, 1.769541], [1.311545, 6.142220, 0.393162], [-2.121839, 2.726071, 1.631009], [-3.787851, 3.282162, 1.523580], [-4.156232, 1.501073, 3.313722], [-2.523504, 0.880382, 2.976238], [-3.711497, -0.594375, 1.825153], [-3.007794, 0.521086, 0.656499], [-5.693263, 1.531365, 1.148835], [-5.971124, -0.170433, 1.099746], [-5.254909, 0.575230, -0.218106], [-1.760146, 2.716570, 5.391510], [-0.891872, 4.212794, 5.139054], [0.486822, 3.345297, 3.425124], [-0.565490, 1.960424, 3.225319], [0.167658, 1.151930, 5.487708], [1.270031, 2.490584, 5.534726], [1.716685, 0.732614, 3.174065], [2.304512, 0.271671, 4.786994], [2.726887, 1.836157, 3.996060], [5.199795, -1.152797, 2.065585], [3.733588, -0.898684, 1.763890], [3.062896, -1.989154, 0.902555], [3.345727, -1.996761, -0.595821], [2.488996, -3.115199, -1.734406], [3.356650, -4.722247, -1.639649], [3.714489, -5.274513, -0.236242], [2.511953, -5.768315, 0.537012], [2.881185, -6.550362, 1.846942], [0.664118, -3.483671, -1.260947], [-0.065380, -4.689379, -2.057718], [-1.403241, -5.052141, -1.435062], [-1.183993, -5.951656, -0.191431], [2.532727, -2.600581, -3.503304], [3.983858, -2.167410, -3.982797], [4.435513, -0.699628, -3.861562], [3.628690, 0.269511, -4.756426], [5.901433, -0.684438, 1.375339], [5.524634, -2.189034, 1.971848], [5.408142, -0.700533, 3.035196], [3.613870, 0.101863, 1.348337], [3.137063, -0.879090, 2.675958], [2.002227, -1.738404, 0.916432], [3.285324, -2.878335, 1.492472], [4.415026, -2.085588, -0.787706], [3.075697, -1.009365, -0.970291], [4.313547, -4.643123, -2.155565], [2.763608, -5.482261, -2.148358], [4.386337, -4.620601, 0.319744], [4.306857, -6.173077, -0.408813], [2.041331, -6.552273, -0.056308], [1.821380, -4.952422, 0.750378], [1.965385, -6.917365, 2.310321], [3.588596, -6.008830, 2.474950], [3.413188, -7.477741, 1.634693], [0.148572, -2.579895, -1.585759], [0.406405, -3.555158, -0.204271], [0.569310, -5.558970, -2.228247], [-0.238206, -4.345681, -3.077569], [-2.010589, -5.606540, -2.150510], [-1.987278, -4.189595, -1.114104], [-0.760501, -5.387420, 0.639463], [-0.585355, -6.776406, -0.578116], [-2.088992, -6.478989, 0.110248], [1.826622, -1.771588, -3.551012], [2.016184, -3.417004, -4.008022], [4.090387, -2.330690, -5.055222], [4.691777, -2.827638, -3.481749], [5.499931, -0.735995, -4.093435], [4.471411, -0.345791, -2.831213], [3.317660, -0.092975, -5.736202], [4.051888, 1.259692, -4.925335], [2.690506, 0.552434, -4.279065], [-5.784924, -3.331105, 2.541911], [-6.159966, -4.291206, 1.376726], [-6.563703, -3.667010, 0.030950], [-6.824140, -4.721581, -1.050148], [-7.248442, -4.246149, -2.702069], [-5.789205, -3.983068, -3.849866], [-4.597765, -3.444894, -3.154019], [-4.512644, -1.899448, -3.068490], [-3.231349, -1.320417, -2.353667], [-8.147912, -5.684575, -3.394590], [-8.545099, -5.364626, -4.829965], [-8.821903, -6.607865, -5.741093], [-9.862144, -6.452147, -6.828744], [-8.215251, -2.661267, -2.606688], [-8.704484, -2.021442, -3.948066], [-8.857526, -0.512326, -3.764578], [-9.087115, 0.307162, -5.050539], [-6.653960, -3.027216, 3.125474], [-5.269213, -2.416051, 2.250660], [-5.219397, -3.906986, 3.274462], [-6.983259, -4.936348, 1.683421], [-5.200147, -4.789392, 1.240142], [-5.733817, -3.016004, -0.243949], [-7.455594, -3.042350, 0.080190], [-7.638959, -5.386499, -0.763694], [-6.052312, -5.474606, -1.209296], [-6.092547, -3.267282, -4.613893], [-5.500855, -4.928432, -4.309465], [-3.635104, -3.785319, -3.535459], [-4.415507, -3.864323, -2.164586], [-5.352207, -1.579437, -2.451370], [-4.590113, -1.469918, -4.067292], [-2.308952, -1.668006, -2.818922], [-3.142528, -1.524101, -1.286552], [-3.188272, -0.231845, -2.389165], [-9.073927, -5.823657, -2.836685], [-7.513034, -6.562614, -3.275973], [-7.881772, -4.667009, -5.341266], [-9.504390, -4.853205, -4.909512], [-9.014600, -7.499989, -5.145204], [-7.828483, -6.879547, -6.098035], [-9.472402, -5.832734, -7.636536], [-10.735011, -5.921702, -6.448173], [-10.178322, -7.404846, -7.253572], [-7.593528, -1.880556, -2.168436], [-9.090869, -2.634314, -1.958103], [-9.651989, -2.469704, -4.247046], [-8.068730, -2.320214, -4.781526], [-7.982019, 0.013602, -3.383789], [-9.776288, -0.289117, -3.222216], [-8.197720, 0.304103, -5.680676], [-9.395766, 1.328671, -4.828411], [-9.988605, -0.068836, -5.534326], [8.952178, -0.707691, 1.919794], [9.077131, 0.114446, 0.589463], [7.954629, 1.093095, 0.250109], [7.546598, 1.977191, 1.506219], [7.077240, 3.776187, 1.284430], [5.885582, 3.876082, -0.144032], [4.468883, 3.229038, 0.205461], [3.701585, 2.609935, -1.029377], [3.208158, 3.799750, -1.993254], [8.628980, 4.719402, 0.744618], [9.641278, 3.998746, -0.130072], [10.778508, 4.848457, -0.693951], [11.605150, 4.260477, -1.835213], [6.505029, 4.574889, 2.801905], [5.329183, 3.764761, 3.513561], [5.148358, 4.207917, 4.978625], [4.186512, 5.415627, 4.983612], [9.404808, -0.163923, 2.748987], [9.547639, -1.604469, 1.748582], [7.935174, -1.081155, 2.039445], [9.180118, -0.561357, -0.259522], [10.041962, 0.621385, 0.604286], [7.060577, 0.502381, 0.050559], [8.165837, 1.737869, -0.602983], [8.439665, 1.884756, 2.124275], [6.729775, 1.551055, 2.088717], [6.284984, 3.213604, -0.911951], [5.863527, 4.798678, -0.724064], [3.850831, 3.956463, 0.731744], [4.692165, 2.457132, 0.941933], [2.802907, 2.125893, -0.647057], [4.266116, 1.813996, -1.515077], [4.086382, 3.992025, -2.609579], [2.970489, 4.718013, -1.456207], [2.285743, 3.544328, -2.514801], [9.183048, 5.086258, 1.608637], [8.312141, 5.620091, 0.218794], [9.116460, 3.550608, -0.973774], [10.068880, 3.086792, 0.286569], [11.410201, 5.260512, 0.092991], [10.315511, 5.726960, -1.143372], [11.856225, 3.262417, -1.476143], [12.521545, 4.807803, -2.056020], [10.951805, 4.239482, -2.707453], [6.208412, 5.622180, 2.744432], [7.376784, 4.597286, 3.455839], [5.611866, 2.712284, 3.491853], [4.420898, 3.987828, 2.953769], [6.102115, 4.398684, 5.470616], [4.617352, 3.408343, 5.495155], [3.453911, 5.546098, 4.187149], [4.820727, 6.290202, 4.838675], [3.615617, 5.542595, 5.903429]],
  "forces_ev_per_angstrom": [[1.0847, -0.3031, -0.1154], [1.0331, -0.8500, -1.1951], [-0.9058, -0.2632, 0.4474], [-0.4484, 0.2771, 1.2591], [0.1542, -2.7481, 1.5646], [-1.7606, 0.2821, -1.4490], [0.8319, 2.4411, 0.0089], [-0.1196, 1.2491, -0.4218], [-0.4616, -0.0876, 0.3926], [1.4060, -0.4051, 0.7738], [-2.2140, -0.4760, 0.2087], [-0.3206, 1.5125, -0.4728], [-0.2426, -0.3568, -3.2807], [-0.0805, -1.0491, 0.4499], [-1.0087, -0.7328, 1.1620], [1.4997, 1.0621, 0.7415], [-0.5499, -0.7132, -0.6178], [1.0506, -1.8238, -0.2215], [-0.3414, 0.2077, 0.9375], [-1.8671, 0.5521, -0.6628], [0.3936, 0.4008, -0.5317], [-0.2053, 0.6793, 0.6967], [-0.7047, -0.0657, -1.5583], [-0.1200, 0.9065, 1.1972], [0.0239, -0.2295, -0.7228], [0.3352, 0.1133, -0.1659], [-0.1470, -0.0996, -0.0394], [0.2739, 0.0534, -0.1113], [-0.3770, -0.0197, 0.1852], [0.3128, 0.1196, -0.1381], [0.8581, -0.2856, 0.3829], [1.1094, -0.5919, -0.4153], [-0.1263, 0.0507, -0.2437], [-0.4611, 0.5866, 0.2478], [-0.0716, 0.7581, -0.3005], [-0.3603, -0.0628, 0.3261], [1.0351, -0.4252, -0.2833], [-0.3684, 0.0609, -0.3324], [-0.3371, -0.3266, 0.0766], [-0.2553, 0.1599, 0.0016], [0.0831, 0.1469, -0.2744], [-0.3184, 0.2090, 0.3629], [0.3007, 0.0078, 0.1071], [0.1402, 0.8153, -0.2484], [-0.0177, 0.5246, 0.2893], [-0.2010, -0.7527, 0.1313], [0.2411, 0.5824, 0.6060], [0.4165, 0.1063, 0.1734], [-0.0796, -0.1845, -0.1553], [0.1470, 0.1733, 0.1558], [0.4085, -0.3122, 0.7045], [0.3966, 0.1612, -0.1829], [0.0563, -0.2127, 0.1115], [0.0682, 0.1086, 0.4715], [0.1249, -0.0389, -0.1277], [0.3513, -0.2615, -0.3316], [0.1230, -0.3905, -0.1209], [-0.1652, 0.0571, 0.5083], [-0.3586, -0.2440, 0.0342], [0.2332, 0.1288, -0.0847], [0.3049, -0.0951, 0.2088], [0.4198, 0.4303, -0.1639], [-0.0880, -0.0978, -0.8203], [-0.8854, 0.7322, 0.3443], [0.8499, 0.7079, -0.1837], [-1.3489, -1.7105, 0.8229], [0.5323, -0.0178, 0.5678], [-0.1009, -0.4867, -0.3856], [0.4970, -0.8892, 1.2306], [0.1551, 0.1418, -0.9972], [-0.1931, -0.3435, -1.6035], [0.8851, 1.5917, -0.2390], [0.0302, -0.6434, 1.1802], [-0.4613, -0.2764, -1.2119], [0.4321, 1.1375, 0.9745], [-0.8145, -0.3221, -0.0706], [-0.2081, 0.0872, 0.0432], [-0.5407, 0.4066, 0.4849], [-0.3166, 0.4327, -0.3017], [-0.3608, -0.2755, 0.7049], [0.3862, -0.4786, 0.1839], [-0.1447, 0.0536, -0.2848], [0.2463, -0.1415, 0.1307], [-0.2602, -0.4262, 0.5665], [-0.3391, -0.5612, -0.6619], [0.2185, -0.3272, -0.2635], [-0.0716, 0.1598, 0.0310], [-0.0960, 0.2162, -0.3945], [-0.0460, 0.1264, -0.2045], [-0.2459, 0.3005, 0.0954], [0.2683, 0.0077, -0.2146], [-0.4785, 0.4116, -0.3778], [-0.1571, -0.1755, 0.0662], [0.1064, 0.5480, 0.5223], [-0.5595, 0.2478, 0.4231], [0.1281, -0.0139, -0.5206], [0.0262, 0.1198, 0.0497], [0.7955, -0.0353, 0.1127], [-0.0083, -0.2002, 0.5849], [-0.0533, 0.3241, -0.1000], [0.0414, 0.0075, -0.1574], [0.1224, 0.3822, -0.3169], [0.1924, -0.3998, -0.0127], [0.6491, 0.0495, 0.6294], [-0.2633, 0.4722, 0.2596], [0.0501, 0.2416, -0.0409], [0.5520, -0.2273, -0.3471], [-0.2705, -0.5915, 0.0054], [0.2249, 0.0477, -0.1105], [0.0255, 0.1588, -0.5562], [-0.4953, 0.0786, 0.1944], [0.4260, -0.4370, -0.0172], [0.6916, -0.2120, 0.0590], [-0.2279, -0.3518, 0.3181], [-1.1634, -0.2632, 0.1665], [0.2386, 0.9258, 0.2030], [0.6092, 0.1443, 0.0213], [0.2972, -0.7076, 0.4610], [-0.6256, 0.8088, -1.0257], [-0.7939, -0.2308, 0.5031], [2.5173, 1.3477, 1.3635], [0.7172, -0.0693, 1.2312], [-0.4809, -0.3480, -0.4845], [-0.4381, 1.2828, -0.1565], [-1.3863, -0.5578, -1.6203], [1.5891, -0.5070, 0.9042], [0.2538, 0.6076, -0.1500], [-0.2761, 0.4644, -1.0128], [0.2091, -0.4814, 0.1052], [-0.4093, 1.1046, -1.3379], [-0.7178, -0.6017, -0.0708], [-0.2605, 0.2100, -0.2484], [0.2493, -0.2082, -0.1657], [0.3962, 0.1704, -0.1840], [0.4245, -0.4268, 0.2159], [-0.4067, -0.8343, -0.4304], [0.0011, 0.1878, -0.3775], [-0.0332, 0.0536, 0.3442], [-0.4542, 0.1939, 0.2231], [0.7014, 0.1584, 0.3187], [-0.1815, -0.2428, -0.1791], [-0.5846, -0.1657, -0.0952], [-0.1528, -0.1123, -1.1148], [-0.7279, 0.0367, 0.5567], [-0.3329, 0.3353, -0.2487], [-0.1359, 0.0302, -0.0053], [0.0204, -0.1207, -0.0779], [-0.2651, -0.4658, 0.0049], [-0.2768, -0.0052, -0.3287], [0.1649, -0.1911, 0.3302], [0.1032, -0.0231, -0.1029], [0.3997, -0.2500, -0.0121], [-0.0940, 0.3796, 0.8587], [-0.5741, 0.1860, 0.4740], [0.0153, -0.0514, -0.7782], [-0.0167, -0.0316, -0.1346], [-0.1752, -0.1713, 0.0768], [0.0834, 0.0596, 0.1148], [0.6418, -0.3954, 0.1808], [0.0672, -0.8804, 0.2966], [-0.2360, 0.1270, 0.2184], [0.4428, 0.4748, -0.0318], [0.0749, -0.6234, 0.9677], [0.3800, -0.2216, 0.8483], [-0.2893, 0.0033, -0.2721], [0.5116, 0.1104, 0.2791], [0.2983, -0.2904, -0.6354], [0.3163, 0.0748, -1.7593], [0.4335, -0.0859, 0.2330], [-1.2987, 0.4640, 1.0881], [0.3371, 0.3536, -0.1349], [1.5767, 0.6529, -2.1462], [-0.7805, -1.3070, 0.1228], [0.8387, -0.0595, -0.7392], [-0.9687, 2.1802, 0.8796], [1.1537, -1.4011, 0.8629], [0.0044, -0.1679, 0.4489], [0.1688, -1.4104, -1.2774], [-0.3355, 1.8245, -0.1502], [-0.6435, -0.7267, 0.9792], [-0.9855, -0.9877, 1.0827], [1.6832, 0.6887, -0.0663], [-1.9054, -0.1582, -1.0470], [0.9386, 1.1186, 0.4568], [-0.5547, -0.1495, 0.2108], [0.1666, 0.0234, 0.2739], [0.0139, 0.3609, 0.5427], [-0.2069, -0.1592, 0.0046], [0.0475, 0.2693, 0.1021], [-0.0527, 0.0577, -0.4969], [0.1214, -0.3240, -0.0354], [-0.1118, 0.7712, 0.5058], [0.0070, -0.3072, -0.1524], [0.4994, -0.4062, 0.1478], [-0.1141, 0.5237, 0.7947], [-0.1089, 0.0435, -0.2189], [-0.1893, -0.3493, 0.0255], [0.0636, -0.1074, 0.2584], [0.2479, 0.3228, -0.2728], [-0.5205, 0.3206, -0.6459], [0.2231, -0.1156, 0.3451], [0.5923, -0.1611, -0.4110], [-0.3612, -0.0526, 0.4711], [-0.3399, 0.0227, -0.0265], [-0.2020, 0.2895, -0.4819], [0.0363, 0.0926, 0.8219], [0.0714, -0.2675, 0.2324], [-0.2163, 0.3897, 0.2139], [0.3435, -0.3076, -0.6959], [-0.2183, 0.0632, 0.1240], [0.3372, -0.3579, -0.1904], [0.0606, 0.0095, -0.7831], [0.1827, -0.2523, 0.0943], [-0.3594, -0.1099, -0.1653], [-0.0203, -0.5328, 0.0520], [-0.1727, 0.0929, 0.0616], [0.3617, -0.2507, 0.1326], [0.0177, -0.8929, -0.3254], [-0.1595, 0.4275, 0.3510], [0.3436, -0.0219, 0.1694]],
  "de_lowest_kcal_mol": 52.70,
  "charge": 3,
  "max_force_ev_per_a": 3.3,
  "multiplicity": 1,
  "energy_ev": -132005.281
}